Record 1
{"formula": "C3H10NP2", "method": "ωB97M-V with the def2-TZVPD basis set", "gap_ev": 7.190, "total_charge": 1, "multiplicity": 1, "smiles": "CP(C)(C)=[N+]=P", "energy_ha": -857.37899, "e_above_lowest_ev": 2.713, "species": ["C", "P", "C", "C", "N", "P", "H", "H", "H", "H", "H", "H", "H", "H", "H", "H"], "xyz": [[-0.917, 0.091, 1.539], [0.022, 0.134, -0.015], [-1.039, 1.166, -1.241], [0.059, -1.596, -0.509], [1.434, 0.911, 0.276], [3.261, 0.009, -0.245], [-0.859, -1.001, 1.913], [-2.051, 0.359, 1.281], [-0.692, 0.823, 2.279], [-0.333, 1.131, -2.075], [-1.189, 2.147, -0.690], [-1.979, 0.586, -1.412], [-0.959, -1.875, -0.748], [0.515, -2.129, 0.514], [0.637, -1.803, -1.399], [4.090, 1.049, 0.531]], "lowdin_charge": [-0.20, 0.56, -0.15, -0.23, -0.41, 0.90, 0.08, 0.11, 0.04, 0.04, 0.08, 0.07, 0.05, 0.13, 0.04, -0.11]}

---

Record 2
{"formula": "C3H10NPS", "method": "ωB97M-V with the def2-TZVPD basis set", "gap_ev": 9.318, "multiplicity": 1, "smiles": "CP(C)NCS", "energy_ha": -914.55365, "e_above_lowest_ev": 0.000, "species": ["C", "P", "C", "N", "C", "S", "H", "H", "H", "H", "H", "H", "H", "H", "H", "H"], "xyz": [[-1.447, 0.445, -1.468], [-0.411, 0.630, 0.128], [-1.652, -0.245, 1.250], [0.636, -0.740, -0.010], [2.091, -0.265, -0.324], [2.979, 0.546, 1.162], [-0.840, 1.020, -2.162], [-2.392, 0.876, -1.209], [-1.298, -0.579, -1.587], [-2.007, -1.208, 0.761], [-2.656, 0.380, 1.356], [-1.153, -0.460, 2.174], [0.539, -1.427, 0.771], [2.759, -1.079, -0.421], [2.013, 0.305, -1.232], [2.840, 1.800, 0.811]], "lowdin_charge": [-0.27, 0.79, -0.32, -0.35, -0.54, 0.61, 0.01, 0.02, -0.01, 0.05, 0.07, 0.00, 0.07, 0.02, 0.05, -0.20]}

---

Record 3
{"formula": "C3H10NS", "method": "ωB97M-V with the def2-TZVPD basis set", "gap_ev": 11.235, "total_charge": 1, "multiplicity": 1, "energy_ha": -572.97105, "e_above_lowest_ev": 0.765, "species": ["C", "N", "H", "H", "H", "H", "C", "S", "C", "H", "H", "H", "H", "H", "H"], "xyz": [[1.272, -0.384, 0.329], [1.937, 0.158, 1.417], [1.756, -0.171, -0.617], [1.086, -1.445, 0.453], [2.098, 1.153, 1.453], [1.567, -0.110, 2.323], [-0.482, 0.470, -1.864], [-0.465, 0.405, -0.032], [-1.749, -0.871, 0.222], [-1.516, 0.324, -2.163], [0.091, -0.371, -2.250], [-0.039, 1.408, -2.175], [-1.747, -1.165, 1.263], [-2.696, -0.433, -0.098], [-1.586, -1.664, -0.509]], "lowdin_charge": [-0.37, 0.01, 0.09, 0.11, 0.10, 0.10, -0.24, 1.06, -0.25, 0.06, 0.07, 0.06, 0.06, 0.07, 0.07]}

---

Record 4
{"formula": "C3H10NS", "method": "ωB97M-V with the def2-TZVPD basis set", "gap_ev": 7.043, "total_charge": 1, "multiplicity": 1, "energy_ha": -572.94355, "e_above_lowest_ev": 1.513, "species": ["C", "N", "H", "H", "H", "H", "C", "C", "S", "H", "H", "H", "H", "H", "H"], "xyz": [[1.116, 1.507, -3.296], [0.285, 1.127, -2.422], [1.141, 1.002, -4.255], [1.779, 2.336, -3.120], [0.202, 1.665, -1.554], [-0.341, 0.315, -2.504], [-0.806, -1.894, 2.143], [-0.332, -0.453, 2.214], [0.668, -0.012, 0.668], [-1.484, -2.006, 1.301], [0.027, -2.596, 2.142], [-1.378, -2.102, 3.044], [0.360, -0.204, 3.013], [-1.183, 0.212, 2.163], [-0.053, 1.101, 0.463]], "lowdin_charge": [0.17, 0.18, 0.13, 0.13, 0.11, 0.17, -0.17, -0.53, 0.64, 0.07, 0.08, 0.08, 0.06, 0.06, -0.18]}

---

Record 5
{"formula": "C3H10NS", "method": "ωB97M-V with the def2-TZVPD basis set", "gap_ev": 10.594, "total_charge": 1, "multiplicity": 1, "smiles": "C[NH2+][C@@H](C)S", "energy_ha": -572.93143, "e_above_lowest_ev": 1.843, "species": ["C", "N", "C", "C", "S", "H", "H", "H", "H", "H", "H", "H", "H", "H", "H"], "xyz": [[1.102, 0.072, -1.710], [-0.079, -0.173, -0.773], [0.196, 0.037, 0.690], [-1.122, 0.827, 1.515], [0.743, -1.555, 1.350], [1.863, -0.567, -1.566], [0.658, -0.042, -2.816], [1.383, 1.086, -1.596], [-0.233, -1.232, -0.787], [-0.988, 0.287, -1.077], [0.974, 0.754, 0.773], [-1.552, 1.494, 0.761], [-1.749, 0.052, 1.783], [-0.806, 1.075, 2.525], [-0.390, -2.113, 0.930]], "lowdin_charge": [0.03, -0.07, -0.62, 0.01, 0.85, 0.05, 0.16, 0.09, 0.14, 0.20, 0.08, 0.08, 0.02, 0.09, -0.11]}

---

Record 6
{"formula": "C3H10NS3", "method": "ωB97M-V with the def2-TZVPD basis set", "gap_ev": 6.890, "total_charge": 1, "multiplicity": 1, "energy_ha": -1369.23742, "e_above_lowest_ev": 2.178, "species": ["C", "C", "C", "N", "S", "S", "S", "H", "H", "H", "H", "H", "H", "H", "H", "H", "H"], "xyz": [[-1.454, 1.445, 1.327], [0.881, -0.901, -1.447], [-1.426, 0.007, 0.980], [1.013, -0.250, -0.144], [-2.132, -0.510, -0.372], [1.606, 1.359, -0.446], [1.981, -1.046, 1.112], [-1.628, 1.909, 0.357], [-0.585, 1.936, 1.770], [-2.375, 1.425, 2.033], [1.927, -0.928, -1.980], [0.652, -1.906, -1.146], [0.141, -0.510, -2.123], [-0.904, -0.811, 1.508], [-1.834, -1.768, -0.319], [1.032, 1.607, -1.619], [3.106, -1.055, 0.508]], "lowdin_charge": [-0.11, -0.27, -0.49, -0.99, 1.07, 0.74, 0.77, 0.07, 0.09, 0.15, 0.13, 0.06, 0.05, 0.09, -0.07, -0.12, -0.17]}

---

Record 7
{"formula": "C3H10NSi", "method": "ωB97M-V with the def2-TZVPD basis set", "gap_ev": [6.193, 8.331], "total_charge": 1, "s2": 2.009, "multiplicity": 3, "energy_ha": -463.98759, "e_above_lowest_ev": 2.474, "species": ["C", "C", "C", "N", "Si", "H", "H", "H", "H", "H", "H", "H", "H", "H", "H"], "xyz": [[1.299, 1.400, 1.148], [0.547, 0.366, 1.348], [-0.651, -0.267, 0.028], [-0.777, 0.927, -0.874], [-0.226, -1.993, -0.734], [2.105, 1.540, 1.934], [1.275, 1.862, 0.238], [0.502, -0.207, 2.320], [-1.488, -0.245, 0.727], [-0.746, 0.496, -1.844], [0.044, 1.578, -0.669], [-1.633, 1.430, -0.602], [-1.187, -3.099, -0.485], [-0.404, -1.634, -2.169], [1.339, -2.155, -0.365]], "lowdin_charge": [-0.04, -0.10, -0.38, 0.12, 0.72, 0.13, 0.02, 0.12, 0.08, 0.15, 0.14, 0.18, -0.06, -0.07, -0.01]}

---

Record 8
{"formula": "C3H10O", "method": "ωB97M-V with the def2-TZVPD basis set", "gap_ev": 11.805, "multiplicity": 1, "smiles": "CCC.O", "energy_ha": -195.48579, "e_above_lowest_ev": 1.174, "species": ["C", "C", "C", "H", "H", "H", "H", "H", "H", "H", "H", "O", "H", "H"], "xyz": [[1.932, -0.266, 1.410], [1.783, 0.821, 0.396], [1.034, 0.398, -0.849], [1.869, -1.343, 0.855], [1.182, -0.162, 2.307], [2.888, -0.194, 1.905], [2.864, 1.251, 0.113], [1.216, 1.714, 0.761], [0.804, 1.308, -1.423], [1.786, -0.347, -1.415], [0.216, -0.313, -0.443], [-5.582, -0.759, -1.277], [-5.574, -1.620, -0.835], [-6.419, -0.486, -1.506]], "lowdin_charge": [-0.17, -0.42, -0.17, 0.12, 0.10, 0.04, 0.14, 0.10, 0.06, 0.11, 0.09, -0.03, 0.05, -0.02]}